(1)
C31H21Cl5F3N4O7PtS2 | wB97M-V/def2-TZVPD

XYZ file:
```
74
Properties=species:S:1:pos:R:3:forces:R:3:mulliken_charge:R:1
Pt 0.84237 1.16498 -0.73129 -2.5 -3.5 0.1 2.293
O 0.96415 0.62670 3.29719 0.4 -0.2 -0.1 -0.654
S 1.25470 1.27512 2.05856 -0.6 0.4 1.5 1.549
O 1.98449 0.40820 1.07855 -0.6 0.6 -1.4 -0.594
O 0.01987 1.73345 1.38018 0.3 0.5 -0.1 -0.750
C 2.23685 2.71555 2.41663 0.0 -0.2 -0.1 -0.227
C 2.36375 3.02649 3.76208 0.0 -0.1 -0.1 -0.603
C 3.05019 4.16887 4.14894 0.1 0.1 0.0 -0.643
C 3.64345 4.97789 3.19604 0.0 0.0 0.1 -0.618
C 3.53882 4.66065 1.84835 0.0 -0.1 0.0 -0.650
C 2.82371 3.54201 1.45189 -0.1 0.0 -0.1 -0.195
S 2.61418 3.35219 -0.30621 0.8 1.0 -0.5 1.406
O 3.30005 4.42723 -0.94511 0.1 0.1 0.2 -0.675
O 3.06036 2.00664 -0.72845 -0.5 0.0 0.3 -0.633
O 1.13498 3.38838 -0.52853 0.3 -0.1 0.3 -0.700
H 1.91621 2.36241 4.48694 0.0 0.1 0.1 0.577
H 3.12066 4.41824 5.19856 0.0 0.0 0.0 0.418
H 4.18596 5.86543 3.49073 0.0 0.0 0.0 0.417
H 4.00264 5.26986 1.08647 0.0 0.1 0.0 0.595
Cl 2.09330 1.74862 -3.61579 0.2 0.0 -0.3 -0.237
C 2.63863 0.27616 -2.90434 -0.4 0.2 0.1 1.297
C 1.88929 -0.26892 -1.86140 0.8 1.1 0.1 -1.594
C 2.37812 -1.42890 -1.25429 -0.5 0.2 0.3 0.821
Cl 1.50452 -2.19630 0.01092 0.0 -0.4 -0.1 0.048
C 3.59041 -1.99375 -1.65374 -0.1 0.1 -0.2 -0.180
Cl 4.18758 -3.38569 -0.86233 0.0 -0.1 0.0 -0.166
C 4.32644 -1.40934 -2.68294 0.1 0.0 0.0 0.514
Cl 5.83681 -2.06217 -3.13359 0.0 0.0 0.0 -0.155
C 3.84017 -0.27396 -3.32840 -0.1 -0.1 -0.1 0.041
Cl 4.73116 0.46135 -4.58527 0.0 0.0 -0.1 -0.155
C 0.82027 -7.00633 0.65302 0.0 0.2 -0.2 -1.421
C -0.38652 -6.12211 0.80083 0.1 0.0 0.1 0.617
C -1.64638 -6.52494 0.37193 0.0 0.0 0.0 -0.796
C -2.75638 -5.71777 0.55062 -0.1 0.1 -0.1 -0.688
C -2.64354 -4.47557 1.16822 0.3 -0.1 0.0 0.369
N -3.83759 -3.74952 1.40013 -0.2 0.1 -0.2 -0.061
C -4.01357 -2.54950 2.05683 0.0 -0.5 0.0 0.229
O -4.91603 -2.35724 2.83091 0.0 0.3 0.0 -0.614
N -3.07109 -1.56296 1.75495 0.2 0.3 0.0 -0.001
C -2.49127 -1.32494 0.51753 -0.1 -0.1 -0.1 -0.691
C -3.04854 -1.74884 -0.68997 0.0 0.1 -0.1 -0.218
C -2.40805 -1.44214 -1.87715 0.0 -0.1 0.2 -1.319
C -1.23703 -0.71249 -1.85320 0.2 -0.1 -0.3 -0.173
N -0.72035 -0.30746 -0.69298 1.0 1.3 0.2 0.584
C -1.30943 -0.59579 0.46616 0.1 -0.1 0.2 -0.010
C -1.37993 -4.04938 1.57200 0.0 0.1 0.1 0.017
C -0.27460 -4.86518 1.38404 -0.1 -0.1 -0.1 -0.987
H 0.53959 -8.05313 0.55627 0.0 0.0 0.0 0.406
H 1.49107 -6.88903 1.50330 0.0 -0.1 0.0 0.363
H 1.38261 -6.72123 -0.23968 0.0 -0.1 0.0 0.267
H -1.76460 -7.49300 -0.09874 0.0 0.0 0.0 0.400
H -3.73097 -6.05875 0.22016 0.0 0.0 0.0 0.374
H -4.67364 -4.31495 1.42766 0.0 0.0 0.2 0.238
H -2.98034 -0.83938 2.45260 -0.1 0.0 0.0 0.251
H -3.98096 -2.29405 -0.69612 0.0 0.0 0.0 0.589
H -2.82306 -1.75086 -2.82517 0.0 0.0 0.0 0.489
H -0.69259 -0.45196 -2.74917 -0.1 0.0 0.0 0.513
H -0.83054 -0.24042 1.36553 -0.1 -0.1 0.0 0.555
H -1.25031 -3.10428 2.07823 0.0 0.0 0.1 0.766
H 0.69597 -4.52286 1.72368 0.0 0.0 0.1 0.444
F -3.26171 6.47713 -0.74897 0.1 -0.1 0.1 -0.256
C -3.09348 5.89823 -1.94101 -0.2 0.3 0.0 0.757
F -2.48671 6.77163 -2.74632 0.1 -0.1 0.0 -0.256
F -4.31156 5.65967 -2.44689 0.0 -0.1 0.0 -0.240
C -2.31212 4.60961 -1.82175 0.1 0.0 0.1 0.438
C -1.48967 4.18992 -2.85319 -0.2 -0.1 0.1 -1.164
C -0.79548 3.00945 -2.69443 0.0 -0.1 -0.3 -0.280
N -0.91301 2.25766 -1.59573 1.6 0.0 0.1 -0.006
C -1.71545 2.66237 -0.60407 -0.2 -0.1 0.2 0.368
C -2.43346 3.83611 -0.67835 -0.1 -0.1 -0.3 -1.367
H -1.37670 4.77266 -3.75538 0.0 0.0 0.0 0.504
H -0.13152 2.64715 -3.46207 0.0 0.0 0.1 0.518
H -1.75472 2.04884 0.28161 0.0 0.0 0.0 0.406
H -3.06040 4.14821 0.14380 0.0 -0.1 0.0 0.540
```
Forces are in eV/Å.

Its total charge is +1. Its highest occupied orbital energy is -10.730 eV. The value obtained for the energy above the lowest of the compared OMol25 structures with the same formula, charge and spin is 0.000 eV. As for the molar mass: 1055.0 g mol⁻¹. The calculation puts the orbital gap at 0.1706 Eh. Its calculated total energy is -148454.2237 eV.


(2)
C31H22BrN4O5Sn | wB97M-V/def2-TZVPD

XYZ file:
```
64
Properties=species:S:1:pos:R:3:forces:R:3:nbo_charge:R:1
Sn -0.13656 -0.22630 2.96637 -0.1 0.4 -0.8 1.453
C -2.37640 2.02354 -2.80482 -1.6 -1.0 0.0 -0.211
C -2.01383 1.28656 -1.58344 1.4 -1.8 0.5 0.180
N -0.74881 1.63545 -0.92314 -1.8 -0.5 0.2 -0.443
C -0.06565 2.60822 -1.36159 1.1 -1.0 1.5 0.336
C -0.32380 3.27703 -2.56332 0.9 2.0 -2.4 -0.133
C -1.58142 2.97497 -3.24060 0.6 0.7 -0.6 -0.165
C 0.68588 4.07279 -3.06971 -0.9 -0.5 0.5 -0.121
C 1.98605 4.23231 -2.42572 -1.1 0.0 0.9 -0.172
C 2.17511 3.76635 -1.18198 0.8 0.3 -0.7 -0.200
C 1.17499 2.96678 -0.55843 -1.2 -0.3 -1.2 0.191
N 1.22379 2.44668 0.57563 0.1 -0.3 1.9 -0.383
C 2.24463 2.71026 1.49294 0.2 -1.0 -0.3 0.180
C 2.45128 3.91809 2.07212 -1.0 1.3 -0.3 -0.252
C 3.35968 4.18270 3.10245 0.7 0.4 0.2 -0.187
C 4.26677 3.19801 3.42775 -0.4 0.2 0.5 -0.172
C 4.05469 1.91850 2.84598 0.9 -0.9 0.6 -0.097
C 4.86567 0.81582 3.20764 1.0 -1.2 0.0 -0.101
C 4.72459 -0.41892 2.61624 0.1 0.4 0.4 -0.261
C 3.65512 -0.61748 1.75339 -0.4 -0.1 -0.6 0.093
N 2.84061 0.34678 1.41161 -0.4 1.0 0.2 -0.503
C 3.04433 1.61402 1.92427 -0.2 0.0 -0.3 0.116
H -3.38974 1.75713 -3.20833 1.3 0.4 0.1 0.254
H -2.82424 1.29691 -0.88528 -0.5 0.4 0.7 0.214
H -1.81141 3.53577 -4.12775 -0.1 0.2 -0.2 0.231
H 0.55645 4.66274 -3.96416 -0.3 -0.3 -0.3 0.228
H 2.71476 4.84177 -2.91064 0.5 0.1 -0.3 0.234
H 3.09222 3.87351 -0.63679 0.4 0.3 0.0 0.228
H 1.85964 4.77379 1.73646 -0.1 -0.4 0.1 0.224
H 3.26397 5.21231 3.51260 0.7 -1.0 -0.1 0.239
H 5.10254 3.28281 4.14885 -0.8 0.2 -0.5 0.235
H 5.66799 0.82905 3.95055 -0.3 0.8 -0.2 0.232
H 5.39546 -1.24240 2.81544 0.0 0.1 0.2 0.240
H 3.44077 -1.58940 1.31593 0.1 0.0 0.1 0.216
O 0.42268 -4.20790 2.53348 0.2 -0.1 0.1 -0.548
C -0.00931 -3.09060 2.62283 0.0 -0.9 -0.3 0.750
O 0.63094 -2.08055 3.15109 0.2 0.3 0.1 -0.868
C -1.39314 -2.80496 2.09331 -0.4 -0.8 -0.2 0.104
C -2.18836 -3.86131 1.63696 0.0 1.9 0.4 -0.180
C -3.46128 -3.58470 1.14582 0.1 -0.5 -0.3 -0.132
C -3.83936 -2.25273 1.09327 -0.2 0.8 0.4 -0.220
C -3.00087 -1.26159 1.63934 -1.3 -1.0 -0.6 0.048
N -1.80411 -1.54866 2.13250 -0.1 0.5 0.1 -0.553
H -1.69977 -4.77088 1.79000 0.1 -1.7 -0.2 0.265
H -4.15396 -4.37133 0.78998 0.6 0.5 0.3 0.249
H -4.81942 -1.94445 0.70379 0.6 -0.2 0.2 0.253
H -3.39785 -0.26857 1.70541 0.2 0.6 0.0 0.216
O 0.30623 -0.33657 0.71659 0.0 0.4 0.6 -1.050
H 1.28697 -0.06164 0.75832 -0.5 0.0 -0.2 0.529
H -0.19026 0.39932 0.21752 0.7 -0.3 0.1 0.534
Br 0.93884 -4.41487 -2.61736 0.8 -0.3 0.3 0.095
C -0.86625 -4.01980 -2.42198 0.3 1.2 0.3 -0.095
C -1.78907 -4.89287 -2.92347 -0.7 -0.9 0.2 -0.219
C -3.11764 -4.53302 -3.04100 0.1 1.1 0.7 -0.194
C -3.53204 -3.25054 -2.66717 0.4 0.4 0.1 -0.196
C -2.57100 -2.36155 -2.17302 1.0 -0.5 0.5 -0.094
C -1.22501 -2.75661 -1.97024 -1.0 0.2 -0.9 -0.228
C -2.91159 -0.93798 -1.87954 1.0 -1.0 -0.5 0.777
O -4.01019 -0.49938 -1.78782 -1.8 0.7 0.2 -0.605
O -1.81026 -0.19656 -1.79185 0.4 1.7 -0.2 -0.521
H -1.51806 -5.91998 -3.12178 0.2 0.1 -0.4 0.237
H -3.79000 -5.26400 -3.39976 -0.8 -0.5 -0.4 0.227
H -4.54911 -2.86477 -2.74316 0.2 -0.4 -0.2 0.240
H -0.51287 -2.00711 -1.62258 -0.1 -0.5 -0.1 0.255
```
Forces are in eV/Å.

Its total charge is +1. Its highest occupied orbital energy is -11.017 eV. The value obtained for the energy above the lowest of the compared OMol25 structures with the same formula, charge and spin is 1.179 eV. As for the molar mass: 729.2 g mol⁻¹. The calculation puts the orbital gap at 0.2508 Eh. Its calculated total energy is -124570.9360 eV.


(3)
C31H22Cl5N3O6RuS2 | wB97M-V/def2-TZVPD

XYZ file:
```
70
Properties=species:S:1:pos:R:3:forces:R:3:nbo_charge:R:1
Ru 1.30281 -0.71953 -1.48507 0.0 0.1 0.1 0.824
C -4.12923 2.52608 3.44342 0.0 0.0 0.0 -0.625
C -3.43676 2.18852 2.14967 0.0 0.0 0.0 -0.040
C -2.05361 2.30206 2.03387 0.0 0.0 0.0 -0.165
C -1.41611 2.01081 0.83895 0.1 0.1 0.0 -0.212
C -2.15388 1.59681 -0.25888 0.0 0.0 0.0 -0.268
C -3.53073 1.49296 -0.16791 0.0 0.0 0.0 -0.192
C -4.16244 1.78115 1.03468 0.0 0.0 0.0 -0.221
S -1.31615 1.18555 -1.82113 -0.2 0.3 0.1 1.457
O 1.29496 3.20355 -2.56765 0.0 0.0 0.0 -0.448
O -2.46886 0.87118 -2.70578 0.1 0.0 -0.1 -1.003
N -0.55910 -0.18460 -1.33247 0.0 -0.3 -0.2 -0.749
C -1.41967 -1.29427 -0.92462 0.0 -0.1 0.0 -0.389
C -0.78671 -2.63137 -1.29803 -0.3 0.1 -0.1 0.791
O -1.46196 -3.65002 -1.29640 0.1 0.0 0.0 -0.680
O 0.47897 -2.57985 -1.55646 0.1 -0.1 0.0 -0.693
H -3.50921 2.26470 4.30163 0.0 0.0 0.0 0.212
H -5.07724 1.99515 3.53294 0.0 0.0 0.0 0.211
H -4.34194 3.59622 3.50434 0.0 0.0 0.0 0.213
H -1.46315 2.61274 2.88929 0.0 0.0 0.0 0.197
H -0.33715 2.09444 0.77647 -0.2 0.0 0.0 0.218
H -4.08274 1.17732 -1.04351 0.0 0.0 0.0 0.246
H -5.24012 1.68216 1.10884 0.0 0.0 0.0 0.202
H -2.39962 -1.22891 -1.39973 0.0 0.0 0.0 0.238
H -1.56256 -1.31675 0.16416 0.0 0.1 0.0 0.211
Cl -0.18309 0.34147 -4.81923 -0.1 0.0 0.0 0.045
C 1.30526 -0.52067 -4.74158 0.1 0.0 0.2 0.007
C 1.79799 -0.89004 -3.49450 -0.2 0.0 0.1 -0.220
C 3.00899 -1.55617 -3.50353 0.0 0.0 0.0 -0.078
Cl 3.54594 -1.93961 -1.88728 0.1 0.0 0.0 0.152
C 3.73857 -1.87471 -4.63214 0.0 0.0 0.0 -0.093
Cl 5.24423 -2.70198 -4.50467 0.0 0.0 0.0 0.037
C 3.21368 -1.49858 -5.86507 0.0 0.0 0.0 -0.095
Cl 4.07886 -1.86101 -7.31312 0.0 0.0 0.0 0.031
C 1.99791 -0.81819 -5.91558 0.0 0.0 0.0 -0.118
Cl 1.35870 -0.33032 -7.44202 0.0 0.0 -0.1 0.034
C -3.34067 -3.81815 3.25962 0.0 0.0 0.0 -0.627
C -1.97369 -3.31581 2.87973 0.0 0.0 0.0 -0.014
C -1.29237 -3.87272 1.80279 0.0 0.0 0.0 -0.198
C -0.03440 -3.41713 1.44206 0.0 0.0 0.1 -0.193
C 0.54247 -2.37964 2.15760 0.0 0.0 -0.1 -0.283
C -0.11023 -1.82244 3.24855 0.0 0.0 0.0 -0.214
C -1.36317 -2.29364 3.60309 0.0 0.0 0.0 -0.217
S 2.08770 -1.71514 1.60557 -0.1 0.0 0.0 2.338
O 2.77900 -1.20500 2.76416 0.0 0.0 0.0 -0.970
O 2.72588 -2.73477 0.82263 0.0 0.0 0.0 -0.952
N 1.68234 -0.49963 0.59515 0.1 0.1 0.1 -0.916
C 1.79195 0.82422 0.99466 0.1 0.0 0.1 0.154
C 1.74566 1.34843 2.25144 0.0 0.0 0.0 -0.267
C 2.00850 2.73461 2.50757 0.0 0.0 0.0 -0.179
C 2.35035 3.59559 1.53379 0.0 0.0 0.0 -0.238
C 2.37375 3.14167 0.16426 0.0 0.0 0.0 -0.108
C 2.84063 3.90971 -0.84994 0.0 0.0 0.0 -0.123
C 2.65144 3.50440 -2.22414 0.0 0.0 0.0 -0.001
C 2.13867 2.09340 -2.43235 0.0 0.1 0.0 0.223
N 1.97016 1.25531 -1.32091 0.0 -0.1 -0.1 -0.433
C 1.99862 1.75642 -0.11655 0.1 0.1 0.0 0.331
H -3.92060 -4.07099 2.37194 0.0 0.0 0.0 0.223
H -3.89178 -3.06998 3.82976 0.0 0.0 0.0 0.208
H -3.26657 -4.71911 3.87344 0.0 0.0 0.0 0.214
H -1.75948 -4.64345 1.20322 0.0 0.0 0.0 0.231
H 0.48500 -3.83309 0.59033 0.0 0.0 0.0 0.267
H 0.36343 -1.03604 3.81959 0.0 0.0 0.0 0.221
H -1.88100 -1.85450 4.44854 0.0 0.0 0.0 0.202
H 1.58068 0.70137 3.09544 0.0 0.0 0.0 0.236
H 1.96245 3.07602 3.53460 0.0 0.0 0.0 0.210
H 2.58264 4.63196 1.74107 0.0 0.0 0.0 0.208
H 3.34326 4.84484 -0.63281 0.0 0.0 0.0 0.212
H 3.21554 3.99081 -3.01101 0.0 0.0 0.0 0.201
H 2.33904 1.56617 -3.35478 0.0 0.0 0.0 0.212
```
Forces are in eV/Å.

Its total charge is -1. Its highest occupied orbital energy (alpha / beta) is -5.154 / -5.354 eV. The value obtained for the energy above the lowest of the compared OMol25 structures with the same formula, charge and spin is 2.238 eV. Its expectation value of S² is 0.756. As for the molar mass: 875.0 g mol⁻¹. As for the spin multiplicity: 2. The calculation puts the orbital gap (alpha / beta) at 0.2270 / 0.2329 Eh. Its calculated total energy is -136125.4156 eV.


Question: What is the molar mass in the first record?
Answer: 1055.0 g mol⁻¹